(1)
Formula: C4H4N2OS
Source: the Open Molecules 2025 dataset
Level of theory: ωB97M-V/def2-TZVPD

Structure (XYZ):
```
12
Properties=species:S:1:pos:R:3:forces:R:3:mulliken_charge:R:1
C 0.813885 -0.103510 -0.930140 1.315 -0.771 -1.423 -0.1861
C -0.402823 -0.156453 -0.183045 -1.121 -0.389 -0.445 0.6902
C -1.680088 -0.688858 -0.691010 0.486 0.872 1.427 -0.5294
C -0.722417 0.267060 1.060509 -0.533 0.247 1.394 -0.0831
H 3.697444 1.015617 0.609380 -0.591 0.025 0.193 0.1667
H 0.764868 -0.551641 -1.951667 -0.184 0.451 0.710 0.2947
H -2.000633 -1.164027 -1.600462 0.464 0.008 -0.340 0.4136
H -0.191760 0.645386 1.952615 -0.146 -0.112 -1.054 0.3854
N 2.001850 0.278054 -0.643765 -0.448 -0.029 0.094 -0.4576
N -2.612574 -0.534838 0.191872 -0.115 0.195 0.391 -0.3427
O -2.033958 0.084408 1.309169 0.369 -0.515 -0.809 -0.1817
S 2.366206 0.908802 0.876544 0.505 0.019 -0.137 -0.1702
```
Positions in Å, forces in eV/Å.

## Properties
**Largest force on an atom**: 2.1 eV Å⁻¹
**E_tot**: -737.67448 hartree
**SMILES string**: S/N=C\c1cnoc1
**HOMO level**: -9.02 eV
**Orbital gap**: 9.38 eV
**Energy relative to the best compared isomer or geometry (same formula, charge and spin)**: 249.4 kJ/mol

(2)
Formula: C11H18N2O6P
Source: the Open Molecules 2025 dataset
Level of theory: ωB97M-V/def2-TZVPD

Structure (XYZ):
```
38
Properties=species:S:1:pos:R:3:forces:R:3:mulliken_charge:R:1
N -0.735648 -0.358285 1.142912 -0.169 -0.768 -0.871 -0.6098
C -0.889456 -1.336611 0.340432 -0.295 0.766 -0.327 0.1043
C -0.622632 -1.201648 -1.220858 0.526 -0.252 1.642 -0.4754
O -1.423096 -2.122776 -2.011606 -1.353 0.906 -0.165 -0.3701
C -2.633504 -1.535365 -2.386934 0.166 -0.090 0.654 0.2405
O -2.870204 -1.151264 -3.486336 -0.054 -0.168 0.544 -0.4286
C -3.709524 -1.468732 -1.231038 -0.367 -0.840 1.467 0.6475
C -3.798307 -2.697602 -0.391547 -1.813 2.777 0.347 -0.3824
C -4.743164 -2.678023 0.710946 1.920 -0.150 -2.166 -0.3614
N -5.503816 -1.555782 0.935906 0.422 0.256 -0.583 -0.0118
C -5.458384 -0.401884 0.188758 1.807 -0.008 -2.010 -0.2677
C -4.540929 -0.296772 -0.958282 -0.231 -2.414 1.758 -0.3775
H -0.403573 0.469312 0.628550 0.106 -0.153 0.286 0.2091
H -1.269043 -2.301004 0.776782 0.559 0.680 -0.691 0.3771
H 0.461545 -1.472032 -1.374704 -1.211 0.445 -0.155 0.2617
H -0.853959 -0.149211 -1.525108 0.549 -0.835 0.177 0.4401
H -3.154118 -3.572634 -0.623769 -0.657 0.800 0.371 0.5115
H -4.790261 -3.590252 1.356886 -0.460 1.320 -0.374 0.3825
H -6.149863 -1.568408 1.731625 0.316 -0.023 -0.365 0.2962
H -6.102081 0.475242 0.457676 0.598 -1.269 -0.020 0.3773
H -4.460923 0.634697 -1.561781 -0.175 -0.936 0.603 0.4136
C 4.726368 -0.683650 0.060858 -0.218 -0.419 -0.350 -0.5875
O 4.392061 0.046418 1.234094 0.033 0.998 3.428 -0.4498
P 3.061046 1.114521 1.165087 -0.387 -1.094 -8.456 1.0740
O 2.271038 0.213667 0.230033 -0.381 -0.219 1.257 -0.5274
O 3.996298 2.152765 0.293810 -0.254 0.514 1.195 -0.3358
C 5.223692 2.616608 0.865545 0.339 0.035 -0.163 -0.7502
O 1.761608 2.221291 1.195050 0.578 -0.612 2.307 -0.3431
C 1.781544 3.413331 0.431680 0.218 0.719 0.209 -0.5509
H 5.755117 -1.033552 0.173357 -0.050 0.166 0.280 0.2496
H 4.076402 -1.552002 -0.037552 -0.034 0.109 -0.110 0.2236
H 4.663894 -0.057066 -0.830219 -0.129 0.019 0.059 0.3206
H 6.056335 2.102459 0.383757 -0.007 -0.011 0.126 0.2347
H 5.264277 2.439521 1.940920 0.125 0.039 -0.065 0.3808
H 5.316763 3.686511 0.675868 -0.114 -0.040 -0.007 0.2895
H 1.962264 3.199782 -0.624311 0.172 -0.108 0.145 0.2763
H 2.534687 4.103117 0.815412 -0.033 0.053 -0.235 0.2512
H 0.807545 3.895313 0.528100 -0.042 -0.195 0.259 0.2676
```
Positions in Å, forces in eV/Å.

## Properties
**Charge**: +1
**Largest force on an atom**: 8.5 eV Å⁻¹
**E_tot**: -1331.85065 hartree
**HOMO level**: -11.81 eV
**Orbital gap**: 6.70 eV
**Energy relative to the best compared isomer or geometry (same formula, charge and spin)**: 270.4 kJ/mol

Which formula does entry 1 have? C4H4N2OS

Which value of HOMO level does entry 2 give? -11.81 eV

Among the records above, which one has the highest largest force on an atom? C11H18N2O6P